# 1
{
  "formula": "C2H8O2",
  "method": "the ωB97M-V functional and the def2-TZVPD basis",
  "species": ["C", "O", "H", "H", "H", "H", "C", "O", "H", "H", "H", "H"],
  "coordinates": [[0.8434, -0.0490, -2.2980], [1.2618, 0.4732, -1.0212], [1.5785, 0.4098, -3.0328], [0.9442, -1.1390, -2.3748], [-0.1644, 0.3539, -2.4567], [1.2739, -0.2214, -0.3530], [-1.2683, -0.1565, 2.1081], [0.0484, -0.0235, 1.5900], [-1.4572, 0.6541, 2.8439], [-2.0296, 0.0856, 1.3506], [-1.3234, -1.1567, 2.5403], [0.2927, 0.7693, 1.1037]],
  "atomic_forces_ev_per_a": [[1.32, 1.30, -0.05], [0.16, -0.36, 0.04], [-1.12, -0.59, 0.56], [-0.37, 0.29, 0.11], [0.15, -0.58, -0.43], [-0.14, -0.10, -0.20], [0.14, 2.02, -0.27], [0.72, -0.97, 0.10], [0.19, -0.76, 0.23], [0.10, -0.82, -0.08], [-0.28, 0.29, -0.14], [-0.87, 0.29, 0.13]],
  "de_lowest_kj_mol": 88.8,
  "homo_lumo_gap_ev": 11.087,
  "fmax_ev_per_a": 2.04,
  "e_lumo_ev": 0.9,
  "spin_multiplicity": 1,
  "homo_ev": -10.14,
  "smiles": "CO.CO"
}


# 2
{
  "formula": "C31H41AsN6O5ReS4",
  "method": "the ωB97M-V functional and the def2-TZVPD basis",
  "species": ["Re", "N", "N", "C", "O", "O", "H", "H", "H", "S", "C", "C", "C", "C", "C", "C", "S", "H", "H", "H", "H", "N", "C", "C", "C", "C", "C", "C", "S", "O", "O", "N", "C", "S", "C", "C", "N", "H", "H", "H", "H", "H", "H", "H", "H", "C", "As", "C", "C", "O", "H", "H", "H", "H", "H", "H", "H", "H", "H", "C", "C", "C", "C", "C", "C", "C", "C", "C", "C", "C", "C", "N", "H", "H", "H", "H", "H", "H", "H", "H", "H", "H", "H", "H", "H", "H", "H", "H", "H"],
  "coordinates": [[0.5222, 0.0181, 0.1176], [2.0152, -1.3487, 3.4538], [2.6907, -2.1715, 2.5124], [3.0163, -1.7716, 1.1757], [3.9699, -2.3347, 0.6156], [2.3424, -0.8145, 0.7043], [2.2992, -0.3866, 3.2777], [0.9833, -1.4025, 3.4026], [3.3500, -2.8310, 2.9102], [-1.3960, 1.0083, 0.2332], [-2.3488, 1.5494, -1.1248], [-2.2325, 2.8526, -1.6431], [-2.8987, 3.2230, -2.8152], [-3.6936, 2.2720, -3.4892], [-3.8741, 1.0247, -2.9308], [-3.2418, 0.6194, -1.7208], [-3.4776, -0.9617, -1.1395], [-1.5782, 3.5578, -1.1117], [-2.7773, 4.2480, -3.1341], [-4.2502, 2.4925, -4.3990], [-4.4927, 0.2668, -3.4124], [-4.7095, 5.7277, 3.5265], [-3.8607, 4.7005, 3.8127], [-4.2429, 3.3716, 3.5410], [-3.4253, 2.3174, 3.9063], [-2.2122, 2.6110, 4.5318], [-1.7941, 3.9176, 4.7851], [-2.5917, 4.9688, 4.3968], [-1.1112, 1.2414, 4.9334], [-1.9603, 0.1230, 5.2528], [-0.1765, 1.6873, 5.9498], [-0.3612, 0.8652, 3.5350], [0.6915, 1.4863, 3.1383], [1.5099, 2.8091, 4.0189], [2.4123, 3.1471, 2.6263], [2.1867, 2.2674, 1.6087], [1.2450, 1.3091, 1.9274], [-5.6098, 5.5456, 3.1000], [-4.4678, 6.6990, 3.7442], [-5.2207, 3.2065, 3.0894], [-3.7080, 1.2593, 3.8187], [-0.8298, 4.0643, 5.2710], [-2.3277, 6.0045, 4.6130], [3.1369, 3.9646, 2.6484], [2.6219, 2.3099, 0.6004], [4.4003, 1.4783, -2.9395], [3.6009, 0.4161, -1.4921], [5.0245, 0.5369, -0.1630], [3.7636, -1.3146, -2.3511], [1.9094, 0.6648, -0.9550], [5.2797, 0.9564, -3.3374], [4.7255, 2.4305, -2.5641], [3.6755, 1.6250, -3.7402], [5.9322, 1.0020, -0.5629], [5.2605, -0.4745, 0.1746], [4.6913, 1.1243, 0.7024], [4.7339, -1.4166, -2.8364], [2.9718, -1.4292, -3.0986], [3.7048, -2.0791, -1.5511], [-2.0257, -4.4503, -0.0377], [-0.5545, -4.2349, 0.3765], [-0.5410, -3.2981, 1.5970], [0.3279, -3.8532, -0.8437], [1.0862, -4.8348, -1.4479], [1.5349, -4.6774, -2.7514], [1.2027, -3.5571, -3.5063], [0.4747, -2.5243, -2.9538], [-0.1748, -1.5317, -3.9265], [-0.0419, -0.0043, -3.7142], [-1.6548, -1.9254, -4.2143], [0.2687, -2.5455, -1.4954], [0.2129, -1.4649, -0.7824], [-2.6147, -4.8537, 0.7879], [-2.1230, -5.1587, -0.8588], [-2.4751, -3.4975, -0.3258], [-0.1499, -5.2109, 0.6924], [-1.3001, -2.5335, 1.5096], [0.4278, -2.8444, 1.7891], [-0.8273, -3.8581, 2.4973], [1.2826, -5.7785, -0.9163], [2.1292, -5.4915, -3.2205], [1.4326, -3.5193, -4.5653], [0.3699, -1.7274, -4.8565], [-0.9131, 0.4616, -3.2562], [0.0651, 0.4475, -4.7126], [0.8330, 0.2760, -3.1426], [-2.2867, -1.7076, -3.3531], [-1.7190, -2.9863, -4.4545], [-2.0427, -1.3501, -5.0581]],
  "atomic_forces_ev_per_a": [[-0.38, -2.51, 1.56], [0.23, -0.15, -0.33], [-0.07, -0.04, -0.72], [0.33, -0.92, 1.87], [-0.33, -0.07, 0.29], [1.13, -0.73, 0.75], [-0.29, -0.24, 0.11], [0.84, -0.05, -0.37], [-0.21, 0.38, -0.06], [-1.61, 1.97, 1.34], [-0.44, -0.01, -1.37], [0.08, -0.47, 0.12], [0.10, -0.23, 0.42], [-0.08, 0.23, 0.53], [0.13, -0.11, 0.20], [0.18, 0.33, -0.64], [-0.25, -0.59, 0.41], [-0.28, -0.26, -0.33], [-0.11, 0.04, -0.36], [0.28, 0.24, 0.04], [0.08, 0.26, 0.03], [-0.74, 1.39, -0.20], [1.19, -0.63, 0.29], [-0.15, 0.38, 0.19], [0.30, -0.06, 0.47], [0.69, -0.53, 0.04], [0.27, -0.55, -0.15], [-1.24, 0.09, -0.10], [-0.01, -0.51, -0.75], [-0.04, 0.15, 0.06], [-0.12, 0.29, -0.12], [-1.62, -0.97, 1.30], [0.96, 1.47, -0.75], [-0.41, -0.44, 0.32], [1.36, 0.43, -1.35], [0.05, 0.67, 1.00], [-0.53, 0.09, -0.85], [0.49, 0.12, 0.18], [-0.20, -1.03, -0.25], [0.20, -0.11, 0.04], [0.08, 0.62, -0.29], [-0.30, 0.05, -0.11], [0.06, -0.21, -0.08], [-0.30, -0.35, -0.18], [-0.30, -0.18, 0.71], [0.14, -0.12, -0.48], [0.65, -0.27, -0.75], [0.14, -0.09, 0.51], [-0.13, -0.48, 0.73], [1.24, 2.95, -2.10], [-0.08, -0.07, 0.01], [0.02, 0.55, 0.20], [0.00, -0.02, 0.06], [-0.27, 0.00, -0.24], [-0.15, 0.04, 0.02], [-0.04, -0.20, -0.24], [0.14, 0.23, -0.02], [0.04, 0.00, 0.30], [-0.24, 0.33, -0.52], [0.24, 0.07, -0.13], [0.55, 0.17, -0.07], [-0.05, -0.41, 0.23], [-0.67, 0.69, 0.44], [-0.33, -0.30, -0.16], [1.32, -1.10, -0.69], [-0.66, -0.38, 0.44], [-0.55, 0.70, 0.81], [-0.02, 0.03, -0.13], [-0.07, -0.21, -0.45], [0.62, 0.26, 0.23], [0.80, -2.19, -1.32], [-1.40, 1.27, 0.28], [0.08, 0.04, 0.23], [0.10, 0.01, -0.21], [0.03, -0.02, -0.11], [-0.06, 0.19, -0.02], [-0.08, 0.47, -0.26], [0.07, -0.04, -0.10], [0.11, -0.09, -0.09], [-0.23, 0.41, -0.25], [-0.38, 0.64, 0.37], [0.03, -0.05, -0.04], [0.01, -0.06, -0.06], [-0.07, -0.16, 0.22], [-0.10, 0.04, 0.19], [0.19, -0.02, 0.20], [-0.01, -0.09, 0.12], [-0.03, -0.09, 0.01], [0.06, 0.07, -0.09]],
  "de_lowest_kj_mol": 0.0,
  "homo_lumo_gap_ev": [4.107, 5.191],
  "fmax_ev_per_a": 3.83,
  "e_lumo_ev": [4.0, 4.0],
  "spin_multiplicity": 4,
  "charge": -2,
  "homo_ev": [-0.09, -1.21]
}


# 3
{
  "formula": "C17H26N2O4S2",
  "method": "the ωB97M-V functional and the def2-TZVPD basis",
  "species": ["C", "S", "C", "C", "C", "N", "C", "O", "C", "C", "C", "C", "C", "C", "O", "C", "C", "C", "N", "S", "C", "O", "O", "C", "C", "H", "H", "H", "H", "H", "H", "H", "H", "H", "H", "H", "H", "H", "H", "H", "H", "H", "H", "H", "H", "H", "H", "H", "H", "H", "H"],
  "coordinates": [[3.6118, -0.4002, 0.6317], [3.5143, 1.1103, 1.6374], [1.7124, 1.4308, 1.5640], [1.3854, 2.7329, 0.8426], [1.8117, 2.7314, -0.6263], [0.9717, 1.8855, -1.4416], [0.2135, 2.3673, -2.4501], [0.2809, 3.5157, -2.8448], [-0.6580, 1.3526, -3.1285], [-0.7652, 1.4333, -4.5097], [-1.5404, 0.5364, -5.2216], [-2.2305, -0.4481, -4.5396], [-2.1603, -0.5307, -3.1588], [-1.3841, 0.3685, -2.4375], [-1.2954, 0.4028, -1.0743], [-1.8802, -0.6012, -0.2634], [-1.9705, -0.0015, 1.1422], [-2.3858, -1.0588, 2.1613], [-1.4917, -2.1979, 2.1361], [0.0059, -1.9364, 2.8627], [0.0670, -3.3372, 3.9983], [1.0724, -2.0838, 1.9093], [-0.0461, -0.7275, 3.6266], [-1.4267, -2.8327, 0.8373], [-1.0014, -1.8585, -0.2612], [4.6337, -0.7573, 0.7058], [3.3765, -0.1708, -0.4048], [2.9261, -1.1398, 1.0366], [1.2718, 0.5645, 1.0751], [1.3542, 1.4605, 2.5933], [1.8991, 3.5506, 1.3504], [0.3093, 2.9134, 0.9042], [2.8544, 2.4031, -0.7000], [1.7317, 3.7369, -1.0453], [0.8008, 0.9495, -1.1128], [-0.2214, 2.2191, -5.0116], [-1.6062, 0.6052, -6.2962], [-2.8387, -1.1598, -5.0782], [-2.7239, -1.3012, -2.6558], [-2.8939, -0.8442, -0.6134], [-2.6785, 0.8277, 1.1400], [-0.9913, 0.3861, 1.4259], [-2.3464, -0.6414, 3.1666], [-3.3980, -1.4227, 1.9592], [-0.7720, -3.2420, 4.6732], [0.0039, -4.2469, 3.4173], [1.0039, -3.2921, 4.5389], [-0.7038, -3.6461, 0.9049], [-2.4149, -3.2520, 0.6218], [-1.0398, -2.3524, -1.2338], [0.0310, -1.5614, -0.0695]],
  "atomic_forces_ev_per_a": [[-0.14, 0.38, 0.23], [-0.11, -0.16, 0.05], [0.43, 0.13, 0.13], [0.14, -0.15, -0.24], [0.07, 0.38, 0.12], [0.18, -0.18, 0.24], [0.14, -0.24, 0.09], [-0.08, 0.24, -0.18], [-0.26, -0.09, 0.02], [0.02, -0.03, 0.16], [-0.03, -0.04, -0.08], [0.03, 0.06, -0.03], [-0.07, -0.13, 0.29], [0.13, 0.16, -0.26], [-0.07, 0.12, -0.14], [0.04, -0.34, 0.33], [-0.16, -0.16, -0.30], [-0.13, 0.66, 0.15], [0.83, 0.11, 0.61], [-0.10, -0.86, 0.53], [0.02, 0.70, -0.52], [-0.14, -0.30, -0.04], [-0.32, 0.09, 0.20], [0.28, -0.26, -0.54], [-0.24, 0.13, -0.09], [0.09, -0.07, -0.05], [0.01, -0.09, -0.13], [0.09, -0.05, -0.09], [-0.14, -0.09, 0.03], [-0.10, -0.10, -0.09], [-0.04, 0.05, 0.03], [-0.03, 0.10, 0.01], [-0.08, 0.12, 0.00], [0.09, -0.14, 0.05], [-0.11, 0.07, -0.14], [0.04, 0.09, -0.02], [0.00, 0.01, -0.10], [-0.05, -0.06, -0.04], [-0.03, -0.04, 0.08], [0.09, 0.07, 0.00], [0.01, 0.05, 0.00], [0.02, 0.09, -0.03], [-0.26, 0.06, -0.10], [0.05, -0.04, 0.07], [-0.16, 0.00, 0.10], [-0.03, -0.18, -0.12], [0.19, 0.08, 0.02], [-0.15, -0.12, -0.19], [0.07, -0.05, 0.09], [0.02, 0.00, -0.01], [-0.05, 0.04, -0.10]],
  "de_lowest_kj_mol": 8.7,
  "homo_lumo_gap_ev": 8.442,
  "fmax_ev_per_a": 1.03,
  "e_lumo_ev": 0.3,
  "spin_multiplicity": 1,
  "homo_ev": -8.17,
  "smiles": "CSCCCNC(=O)c1ccccc1OC1CCN(S(C)(=O)=O)CC1"
}


# 4
{
  "formula": "C5H9ClSi",
  "method": "the ωB97M-V functional and the def2-TZVPD basis",
  "species": ["C", "C", "C", "C", "Si", "C", "Cl", "H", "H", "H", "H", "H", "H", "H", "H", "H"],
  "coordinates": [[3.4273, 1.2909, 0.0523], [1.9523, 1.2583, 0.2552], [0.7927, 1.0912, 0.5458], [-0.6504, 0.8767, 0.4933], [-1.0878, -1.1174, -0.1405], [-2.8894, -1.6489, -0.5232], [-0.0684, -1.1336, -1.9051], [3.5679, 0.6159, -0.7817], [3.8857, 0.8556, 1.0503], [3.8914, 2.2863, 0.0405], [-1.1548, 1.7786, 0.0563], [-0.9623, 1.0453, 1.5971], [-0.6424, -1.7652, 1.0990], [-3.1115, -2.7617, -0.5775], [-3.6563, -1.2438, 0.2007], [-3.2940, -1.4283, -1.4626]],
  "atomic_forces_ev_per_a": [[-0.45, -0.78, 3.03], [0.59, 0.26, 0.63], [0.11, -0.13, -1.50], [-1.36, -0.17, 2.03], [-1.00, 2.95, 0.75], [-0.66, -1.16, 1.79], [0.35, -0.52, -0.09], [0.92, 0.24, -0.22], [-0.72, 0.37, -2.10], [-0.42, -0.28, -0.78], [0.39, -1.10, -0.39], [-0.02, -0.91, -1.45], [0.41, -0.56, -0.33], [0.91, 0.92, 0.73], [1.01, -0.33, -0.42], [-0.06, 1.20, -1.69]],
  "de_lowest_kj_mol": 196.5,
  "homo_lumo_gap_ev": 9.721,
  "fmax_ev_per_a": 3.20,
  "e_lumo_ev": 0.8,
  "spin_multiplicity": 1,
  "homo_ev": -8.91,
  "smiles": "CC#CC[Si@@H](C)Cl"
}